No. 1
{
  "formula": "C29H33N2O3",
  "method": "ωB97M-V with the def2-TZVPD basis set",
  "species": ["C", "C", "C", "C", "N", "C", "C", "O", "C", "C", "C", "C", "C", "N", "C", "C", "C", "C", "H", "H", "H", "H", "H", "H", "H", "H", "H", "H", "H", "H", "H", "H", "H", "H", "H", "H", "H", "H", "H", "H", "H", "H", "H", "C", "C", "C", "C", "C", "C", "C", "O", "C", "C", "C", "C", "C", "C", "C", "O", "H", "H", "H", "H", "H", "H", "H", "H"],
  "xyz": [[0.560479, -1.727853, 0.668389], [-0.221216, -1.685709, -0.408769], [-1.725165, -1.708884, -0.273113], [-2.342258, -0.313003, -0.200367], [-1.690866, 0.396598, 0.967052], [-2.376234, 1.710934, 1.224960], [-3.088222, 2.264133, -0.014662], [-2.514304, 1.912330, -1.247425], [-2.063904, 0.560434, -1.403475], [-2.560495, 0.033765, -2.761537], [-3.799315, -0.864928, -2.792110], [-5.034266, -0.329337, -2.031582], [-5.599066, -1.450882, -1.151739], [-6.650549, -1.019971, -0.268274], [-6.565693, 0.055432, 0.570395], [-7.733661, 0.222308, 1.274280], [-8.587266, -0.834653, 0.841113], [-7.900063, -1.574420, -0.085420], [0.183083, -2.121365, 1.601991], [1.592684, -1.414745, 0.600549], [0.209104, -1.619673, -1.398469], [-1.958186, -2.210521, 0.669218], [-2.165672, -2.319567, -1.053326], [-3.388703, -0.400630, 0.078149], [-0.715625, 0.581577, 0.733424], [-1.744468, -0.197074, 1.791893], [-3.114844, 1.543806, 2.002283], [-1.662057, 2.423948, 1.619468], [-3.028909, 3.345731, 0.056993], [-4.152583, 2.033681, 0.034955], [-0.972303, 0.616782, -1.475480], [-1.736923, -0.511818, -3.220564], [-2.757486, 0.908510, -3.370879], [-3.602541, -1.885628, -2.476375], [-4.083243, -0.949653, -3.838051], [-5.836297, -0.067309, -2.711222], [-4.766724, 0.511152, -1.401724], [-4.786002, -1.927373, -0.595394], [-6.004722, -2.238827, -1.781070], [-5.698100, 0.687240, 0.676144], [-7.969091, 0.987090, 1.986278], [-9.583698, -1.016933, 1.197746], [-8.185065, -2.451985, -0.636217], [3.382860, 2.571296, 0.535364], [4.342140, 3.515514, 0.181032], [5.676595, 3.153569, 0.104937], [6.059333, 1.848984, 0.391884], [5.100374, 0.910542, 0.766566], [3.763847, 1.273463, 0.828616], [5.482862, -0.485796, 1.121604], [4.631706, -1.295392, 1.436325], [6.922697, -0.848782, 1.081521], [7.311570, -2.127889, 1.458995], [8.648469, -2.484413, 1.414620], [9.602196, -1.567820, 0.985194], [9.221766, -0.289701, 0.611645], [7.884360, 0.078089, 0.665640], [7.499307, 1.467147, 0.289013], [8.324347, 2.269683, -0.086820], [2.339061, 2.856128, 0.586466], [4.047170, 4.533242, -0.036888], [6.426472, 3.880463, -0.174547], [3.030303, 0.530931, 1.111664], [6.566895, -2.838565, 1.789066], [8.950554, -3.479129, 1.713467], [10.645253, -1.851432, 0.945585], [9.960298, 0.427155, 0.281013]],
  "forces_ev_per_angstrom": [[0.15, 0.08, -0.58], [-0.30, 0.12, 0.40], [0.53, -0.82, 0.08], [0.39, -0.29, 0.14], [-0.75, 0.76, -0.34], [-0.31, 0.16, 0.27], [-0.02, 0.24, 0.15], [0.08, -0.16, 0.37], [-0.11, 0.16, -0.69], [-0.04, -0.58, 0.43], [-0.61, 0.56, -0.26], [0.12, -1.03, 0.22], [0.00, -0.16, -0.11], [-0.45, 0.40, 0.59], [0.07, 0.85, 0.71], [0.04, -0.97, -0.76], [0.19, 0.15, 0.12], [0.15, 0.03, -0.15], [-0.08, 0.49, 0.37], [0.31, -0.66, 0.08], [0.05, 0.56, -0.10], [-0.13, -0.08, 0.08], [-0.29, 0.20, -0.15], [-0.18, 0.10, -0.16], [0.21, -0.44, 0.09], [0.31, -0.01, 0.08], [-0.08, -0.07, 0.11], [0.34, -0.11, -0.04], [0.00, 0.15, -0.09], [-0.08, -0.30, -0.16], [0.12, 0.06, 0.00], [0.07, 0.02, -0.16], [0.13, 0.21, -0.06], [0.25, -0.09, 0.13], [0.09, -0.14, -0.16], [0.03, 0.53, -0.11], [-0.15, 0.31, -0.10], [0.02, 0.01, 0.24], [-0.06, -0.07, -0.13], [0.19, -0.18, -0.34], [0.07, 0.15, 0.13], [-0.13, -0.12, -0.08], [-0.07, -0.07, -0.07], [0.08, 0.00, -0.01], [-0.02, -0.05, 0.01], [-0.09, 0.11, -0.02], [-0.02, -0.06, 0.03], [0.12, -0.06, 0.00], [-0.24, 0.18, -0.04], [-0.10, -0.17, 0.04], [-0.02, 0.02, -0.03], [0.03, 0.11, -0.02], [0.07, -0.11, 0.02], [0.03, 0.04, -0.02], [-0.05, -0.03, 0.01], [0.12, -0.07, 0.01], [-0.15, -0.02, 0.02], [0.16, 0.10, -0.05], [-0.02, 0.00, 0.01], [0.01, 0.03, 0.00], [0.00, 0.00, -0.01], [0.08, -0.07, -0.01], [0.07, -0.05, 0.05], [-0.07, 0.06, -0.02], [0.00, -0.01, 0.00], [0.01, 0.00, 0.00], [-0.06, 0.08, -0.01]],
  "total_charge": 1,
  "e_above_lowest_ev": 1.165,
  "e_tot_ha": -1459.820139,
  "spin_multiplicity": 1,
  "e_homo_ev": -10.7
}

=====

No. 2
{
  "formula": "C2H3NS",
  "method": "ωB97M-V with the def2-TZVPD basis set",
  "species": ["C", "C", "N", "S", "H", "H", "H"],
  "xyz": [[4.404389, -0.952609, 0.088398], [0.202691, 0.180860, -0.004202], [3.567902, -0.161563, 0.030313], [1.357917, 1.561595, -0.039587], [0.105697, -0.292733, -1.049562], [-0.564005, 0.582937, 0.568738], [0.762681, -0.507141, 0.553754]],
  "forces_ev_per_angstrom": [[1.60, -1.51, 0.11], [2.40, 0.13, -3.18], [-3.32, 2.80, -0.15], [1.50, -1.41, -0.24], [-0.59, 1.10, 1.68], [-2.11, 0.20, 0.61], [0.53, -1.30, 1.17]],
  "e_above_lowest_ev": 5.290,
  "e_tot_ha": -530.740298,
  "spin_multiplicity": 1,
  "e_homo_ev": [-9.6, -9.7]
}

=====

No. 3
{
  "formula": "C5H11N2O6S2",
  "method": "ωB97M-V with the def2-TZVPD basis set",
  "species": ["C", "C", "C", "C", "C", "N", "N", "O", "O", "O", "O", "O", "O", "S", "S", "H", "H", "H", "H", "H", "H", "H", "H", "H", "H", "H"],
  "xyz": [[-0.127446, 0.877611, 0.981159], [0.555683, 0.545695, -1.238326], [0.940685, -0.217860, 1.348737], [1.272466, -0.795458, -0.961145], [-1.740868, 0.897871, -0.863577], [-0.579942, 0.726583, -0.376539], [1.099373, -1.287937, 0.359351], [-3.576889, 2.659992, -0.768450], [-0.999180, -2.766627, -0.211798], [-2.522993, 2.035408, 1.328130], [-4.176346, 0.595160, 0.280049], [-3.506513, -3.017941, -0.575830], [-2.450493, -1.276914, 1.010382], [-3.228556, 1.619409, 0.124734], [-2.385760, -2.116306, -0.485539], [-0.966935, 0.920891, 1.706777], [0.395254, 1.900311, 1.008969], [1.369539, 1.281981, -1.124693], [0.456135, 0.577575, -2.330041], [1.906051, 0.341385, 1.460178], [0.653298, -0.457142, 2.329205], [0.921733, -1.586033, -1.691809], [2.409308, -0.748806, -1.200532], [-1.865674, 1.050913, -1.885399], [-3.272983, -0.656136, 1.170413], [0.286979, -2.004027, 0.328191]],
  "forces_ev_per_angstrom": [[0.66, 0.95, 1.74], [2.97, -0.68, -1.60], [0.73, 1.43, -1.99], [1.37, -1.44, -1.26], [-1.69, 0.84, 2.58], [0.40, 0.68, -1.24], [-1.19, -0.77, 1.56], [-0.47, 1.46, -1.38], [-2.81, 0.20, -0.56], [-1.00, 0.22, -0.17], [-2.04, -1.69, 0.30], [-0.55, -0.97, 0.50], [-1.49, 0.67, 0.81], [3.82, 0.44, 0.76], [2.94, 1.29, 0.31], [0.74, -0.31, -0.94], [-0.87, -1.22, -0.08], [-0.87, 0.46, 0.86], [-1.30, 0.10, 0.31], [-0.40, -0.53, -0.17], [-0.17, -1.43, 1.12], [0.01, 0.80, 0.96], [-1.53, 0.65, 0.17], [0.01, -0.48, -1.82], [1.88, -2.01, -1.12], [0.87, 1.35, 0.34]],
  "total_charge": -1,
  "e_above_lowest_ev": 0.063,
  "e_tot_ha": -1554.434924,
  "spin_multiplicity": 1,
  "e_homo_ev": -4.6
}

=====

No. 4
{
  "formula": "C46H56NO2PSeTi",
  "method": "ωB97M-V with the def2-TZVPD basis set",
  "species": ["Ti", "C", "C", "C", "C", "C", "C", "C", "Se", "C", "C", "C", "C", "C", "C", "O", "C", "C", "C", "C", "C", "C", "C", "C", "C", "O", "C", "C", "C", "C", "C", "C", "H", "H", "H", "H", "H", "H", "H", "H", "H", "H", "H", "H", "H", "H", "H", "H", "H", "H", "H", "H", "H", "H", "H", "H", "H", "H", "H", "H", "H", "H", "H", "H", "H", "H", "H", "H", "H", "H", "H", "H", "N", "C", "C", "C", "C", "C", "C", "P", "C", "C", "C", "C", "C", "C", "C", "C", "C", "C", "C", "C", "H", "H", "H", "H", "H", "H", "H", "H", "H", "H", "H", "H", "H", "H", "H", "H"],
  "xyz": [[-0.840371, -0.730483, -1.086354], [-1.300692, 5.628966, 2.763343], [-1.484384, 4.374866, 3.615550], [-0.318096, 4.286471, 4.609765], [-2.804719, 4.494832, 4.387277], [-1.503267, 3.106494, 2.761029], [-1.349134, 3.120712, 1.385197], [-1.353985, 1.922733, 0.679269], [-1.004058, 1.950594, -1.211730], [0.912466, 2.009055, -1.164975], [1.551001, 3.206841, -0.948130], [2.940268, 3.233176, -0.820999], [3.606113, 2.023123, -0.919940], [2.991207, 0.778973, -1.142226], [1.611534, 0.802548, -1.290181], [0.859568, -0.328803, -1.540632], [3.917172, -0.452435, -1.188051], [4.881933, -0.289126, -2.370350], [4.717809, -0.506169, 0.121781], [3.221428, -1.808105, -1.341328], [3.648365, 4.564650, -0.563612], [3.354029, 5.524592, -1.722825], [5.160916, 4.395631, -0.437769], [3.117107, 5.175261, 0.740265], [-1.525439, 0.704312, 1.315881], [-1.516403, -0.452910, 0.559000], [-1.682405, 0.644157, 2.701452], [-1.666003, 1.860522, 3.375118], [-1.856036, -0.688597, 3.439940], [-2.023267, -0.483587, 4.948397], [-3.109475, -1.408875, 2.921948], [-0.620764, -1.574065, 3.231175], [-1.299383, 6.509542, 3.407813], [-2.107535, 5.754191, 2.036832], [-0.350291, 5.619079, 2.222212], [-0.268434, 5.193471, 5.216697], [0.634182, 4.173445, 4.085869], [-0.430526, 3.439715, 5.289760], [-2.805016, 5.404240, 4.992549], [-2.957917, 3.650000, 5.061628], [-3.656370, 4.539739, 3.704675], [-1.216561, 4.051686, 0.851657], [0.970293, 4.117831, -0.866273], [4.682138, 2.025440, -0.816706], [5.519576, 0.590718, -2.265465], [4.333112, -0.194807, -3.310331], [5.532516, -1.164093, -2.442250], [5.301754, 0.399129, 0.292904], [5.413089, -1.348234, 0.094903], [4.054206, -0.642200, 0.979238], [2.718044, -1.908583, -2.301785], [2.494858, -1.996844, -0.553702], [3.986778, -2.585998, -1.284629], [3.710048, 5.117436, -2.671627], [3.851982, 6.482120, -1.554287], [2.284820, 5.722269, -1.823535], [5.605456, 3.990205, -1.349849], [5.432240, 3.742641, 0.395280], [5.619443, 5.368836, -0.253811], [2.043298, 5.371471, 0.687983], [3.616419, 6.125862, 0.940631], [3.295462, 4.510467, 1.588562], [-1.784966, 1.843865, 4.449485], [-2.909231, 0.108367, 5.191660], [-1.152456, -0.002908, 5.400478], [-2.141128, -1.458843, 5.423639], [-3.994032, -0.775616, 3.029665], [-3.274956, -2.316141, 3.508506], [-3.017929, -1.690232, 1.873724], [0.276075, -1.096693, 3.632990], [-0.449552, -1.794419, 2.179530], [-0.759825, -2.521895, 3.758477], [-2.980401, -0.863217, -1.927929], [-3.672611, -2.063163, -1.463890], [-5.008842, -2.016023, -1.123469], [-5.633212, -3.165473, -0.653784], [-4.922629, -4.351181, -0.544343], [-3.578193, -4.390338, -0.896394], [-2.941228, -3.242288, -1.349155], [-1.170826, -3.156873, -1.736846], [-0.472138, -4.773603, -1.381473], [-0.263584, -5.721533, -2.378516], [0.266772, -6.962986, -2.051071], [0.583641, -7.258267, -0.732887], [0.379494, -6.312955, 0.264882], [-0.139993, -5.069171, -0.058186], [-1.132812, -2.957209, -3.549002], [-0.013914, -2.378306, -4.145894], [0.028518, -2.199696, -5.524341], [-1.047410, -2.586693, -6.308145], [-2.169369, -3.158868, -5.718918], [-2.213386, -3.343126, -4.344649], [-2.963583, -0.840979, -2.948306], [-3.488995, -0.035754, -1.627667], [-5.562191, -1.089075, -1.219543], [-6.678367, -3.129299, -0.375613], [-5.411573, -5.245134, -0.181144], [-3.018705, -5.313266, -0.803284], [-0.507301, -5.495363, -3.408620], [0.431605, -7.698434, -2.827176], [0.997846, -8.226287, -0.482033], [0.633638, -6.541954, 1.291432], [-0.281530, -4.328777, 0.721821], [0.828722, -2.062035, -3.542489], [0.902545, -1.753991, -5.980613], [-1.016727, -2.442329, -7.380613], [-3.007668, -3.468087, -6.329592], [-3.087639, -3.797894, -3.892904]],
  "forces_ev_per_angstrom": [[-0.72, -0.08, -0.36], [0.03, 0.09, -0.05], [0.03, -0.08, -0.05], [0.05, 0.00, 0.04], [-0.05, 0.00, 0.03], [-0.02, -0.04, 0.02], [-0.01, -0.03, 0.06], [0.10, 0.33, -0.01], [-0.08, 0.16, 0.01], [0.01, 0.06, 0.04], [0.11, 0.07, 0.03], [-0.03, 0.07, 0.02], [0.03, -0.07, -0.01], [0.22, 0.11, 0.02], [-0.49, -0.77, -0.10], [1.24, 0.65, -0.34], [-0.08, 0.12, 0.01], [0.08, 0.00, -0.07], [0.05, -0.01, 0.09], [0.00, -0.02, -0.04], [-0.06, -0.07, -0.02], [0.00, 0.05, -0.07], [0.09, 0.01, 0.00], [-0.04, 0.02, 0.08], [0.07, -0.89, -0.47], [-0.37, 0.77, 1.14], [-0.05, 0.12, 0.33], [-0.01, -0.03, 0.06], [-0.02, 0.11, -0.06], [-0.04, 0.00, 0.04], [-0.11, -0.05, 0.03], [0.08, -0.09, 0.04], [0.00, -0.02, -0.01], [0.00, -0.02, 0.04], [-0.02, -0.02, 0.04], [-0.02, -0.02, -0.02], [-0.03, 0.01, 0.00], [0.00, 0.02, -0.03], [0.01, -0.02, -0.02], [0.01, 0.02, -0.03], [0.03, 0.01, 0.01], [0.00, -0.03, -0.04], [0.00, -0.03, 0.00], [-0.04, 0.02, -0.01], [-0.04, -0.03, 0.01], [0.00, -0.01, 0.02], [-0.01, 0.03, 0.01], [-0.02, -0.06, -0.02], [-0.02, 0.02, -0.01], [0.00, 0.00, -0.03], [-0.01, 0.04, -0.02], [-0.04, 0.02, 0.06], [-0.03, 0.01, -0.02], [0.01, 0.00, 0.03], [-0.01, -0.03, 0.00], [0.03, -0.01, 0.01], [-0.03, 0.02, 0.01], [-0.03, 0.02, -0.01], [-0.01, -0.02, -0.01], [0.04, -0.01, -0.01], [-0.01, -0.02, -0.01], [0.01, 0.00, -0.03], [0.01, 0.01, -0.03], [0.02, -0.03, -0.04], [-0.01, -0.02, -0.04], [0.00, 0.01, 0.00], [0.04, -0.01, 0.02], [0.00, 0.01, -0.03], [0.03, 0.01, 0.01], [-0.03, 0.01, -0.01], [-0.01, 0.01, -0.03], [0.01, 0.03, -0.01], [0.12, -0.20, -0.16], [0.16, 0.37, -0.06], [-0.10, -0.08, 0.06], [-0.02, 0.02, 0.00], [0.07, 0.03, -0.02], [-0.12, -0.07, 0.05], [0.03, -0.14, -0.02], [0.12, -0.11, -0.23], [0.05, -0.11, 0.15], [0.02, -0.11, 0.00], [-0.02, 0.06, 0.01], [0.00, 0.00, 0.00], [-0.01, 0.02, -0.03], [0.04, -0.05, 0.02], [-0.17, -0.07, 0.03], [0.06, 0.04, -0.10], [0.00, 0.00, 0.11], [-0.06, -0.03, -0.02], [0.04, 0.02, 0.03], [-0.01, -0.03, -0.08], [-0.04, -0.04, 0.02], [0.01, -0.03, 0.01], [0.00, -0.02, 0.01], [0.02, -0.01, -0.01], [0.01, 0.01, -0.01], [-0.01, 0.02, 0.00], [0.00, 0.00, 0.00], [0.00, 0.01, 0.00], [-0.01, 0.02, 0.00], [0.00, 0.01, -0.01], [-0.02, 0.03, -0.02], [0.00, -0.01, 0.06], [-0.01, 0.00, 0.01], [0.01, -0.01, 0.02], [0.01, 0.01, 0.00], [0.01, 0.01, 0.00]],
  "total_charge": 1,
  "e_above_lowest_ev": 0.000,
  "e_tot_ha": -5583.906439,
  "spin_multiplicity": 2,
  "s_squared": 0.753,
  "e_homo_ev": [-10.5, -10.7]
}